1.
Molecular formula: CH3BrS
Method: DFT, ωB97M-V/def2-TZVPD

```
! wB97M-V def2-TZVPD RIJCOSX def2/J DEFGRID3
* xyz 0 1
C 0.3172 1.7148 -0.9841
S 0.0247 -2.8018 1.3317
Br -1.0354 0.6562 -0.4014
H 1.2646 1.3677 -1.4630
H 0.0736 2.6872 -0.7098
H -0.6446 -3.6241 2.2266
*
```

Values from the calculation:
E_HOMO (alpha / beta)   -10.051 / -8.312 eV
Gap between HOMO and LUMO (alpha / beta)   9.96 / 5.90 eV
Relative energy (zero: lowest compared OMol25 entry of this formula, charge and spin)   76.37 kcal/mol
Largest force on an atom   1.74 eV Å⁻¹


2.
Molecular formula: CH3Cl2FSi
Method: DFT, ωB97M-V/def2-TZVPD

```
! wB97M-V def2-TZVPD RIJCOSX def2/J DEFGRID3
* xyz 0 1
C 1.4015 -0.2615 -2.0984
F 0.7605 -0.8200 -3.2326
Si 0.5115 0.1175 -0.6096
Cl -2.2661 0.0941 3.6702
Cl -1.1941 -0.8657 -0.0916
H -2.8416 1.1957 4.2459
H 2.4077 0.1010 -2.5094
H 1.2206 0.4388 0.6255
*
```

Values from the calculation:
E_HOMO   -8.623 eV
SMILES   F/C=[SiH]\Cl.Cl
Gap between HOMO and LUMO   8.30 eV
Relative energy (zero: lowest compared OMol25 entry of this formula, charge and spin)   154.84 kcal/mol
Largest force on an atom   2.30 eV Å⁻¹


3.
Molecular formula: CH3Cl2N
Method: DFT, ωB97M-V/def2-TZVPD

```
! wB97M-V def2-TZVPD RIJCOSX def2/J DEFGRID3
* xyz 0 1
C -0.1291 -0.4392 -0.6060
N 0.5782 0.4280 0.3919
Cl -0.1935 1.9942 0.6215
Cl 0.7846 -0.3024 2.0037
H 0.4589 -1.3265 -0.6986
H -1.1936 -0.6235 -0.3607
H -0.3056 0.2694 -1.3519
*
```

Values from the calculation:
E_HOMO   -9.574 eV
SMILES   CN(Cl)Cl
Gap between HOMO and LUMO   9.63 eV
Relative energy (zero: lowest compared OMol25 entry of this formula, charge and spin)   23.68 kcal/mol
Largest force on an atom   3.50 eV Å⁻¹


4.
Molecular formula: CH3Cl2O2PS
Method: DFT, ωB97M-V/def2-TZVPD

```
! wB97M-V def2-TZVPD RIJCOSX def2/J DEFGRID3
* xyz 0 1
C -0.6968 1.2667 -0.2426
O -2.5542 -0.4274 -0.8525
O 0.0881 -1.2905 0.7903
P 1.5712 -1.8691 0.8237
S -1.8588 0.0593 0.3527
Cl 2.6283 -0.3758 1.6670
Cl 2.2763 -1.8078 -1.1357
H -0.0693 1.7859 0.4918
H -0.1509 0.7440 -1.0303
H -1.2339 1.9146 -0.8642
*
```

Values from the calculation:
E_HOMO (alpha / beta)   -8.833 / -8.431 eV
Gap between HOMO and LUMO (alpha / beta)   6.14 / 5.21 eV
Relative energy (zero: lowest compared OMol25 entry of this formula, charge and spin)   43.80 kcal/mol
Largest force on an atom   2.83 eV Å⁻¹